Entry 1:
The following is a quantum chemistry calculation of a cluster of 2 separate species, C3H3N2O5 in total, from the Open Molecules 2025 dataset.

Structure (ORCA input):
```
! RIJCOSX wB97M-V def2-TZVPD def2/J DEFGRID3
* xyz -1 1
C -2.96 -0.64 -0.30
C 0.54 1.06 0.19
C 0.65 -0.29 -0.08
N -2.68 0.34 0.25
N 1.81 -0.97 0.00
O -0.45 1.61 0.64
O -3.34 -1.66 -0.76
O 1.54 1.87 -0.13
O 1.73 -2.15 0.18
O 2.87 -0.29 -0.04
H -0.13 -1.09 -0.12
H 2.30 1.26 -0.34
H -1.89 0.96 0.52
*
```

Computed properties:
HOMO-LUMO gap	0.3056	Eh
HOMO	-4.67	eV
relative energy (zero: lowest compared OMol25 entry of this formula, charge and spin)	0.0	kcal/mol

Here are the Mulliken charges for atoms 1 to 8, given in e: C 0.49; C 0.68; C -0.55; N -0.43; N 0.99; O -0.76; O -0.55; O -0.52

***

Entry 2:
The following is a quantum chemistry calculation of a structure of composition C19H17AuClIN4O5S2, from the Open Molecules 2025 dataset.

Structure (ORCA input):
```
! RIJCOSX wB97M-V def2-TZVPD def2/J DEFGRID3
* xyz 0 1
Au -0.07 -0.86 -1.30
C -0.91 3.17 -0.19
C -1.01 1.91 -0.98
N 0.07 1.21 -1.15
N 1.20 1.68 -0.51
C 2.25 0.99 -0.75
S 2.15 -0.31 -1.97
S 3.75 1.38 -0.01
C 3.36 2.15 1.64
C 2.82 1.33 2.75
C 1.55 1.78 3.30
C 1.00 0.93 4.32
C 1.52 -0.32 4.58
C 2.70 -0.78 3.96
C 3.35 0.09 3.10
C -2.30 1.47 -1.52
C -3.11 2.44 -2.13
C -4.32 2.10 -2.69
C -4.75 0.78 -2.63
C -3.98 -0.18 -2.02
C -2.73 0.14 -1.45
O -2.06 -0.83 -0.84
H -0.54 2.90 0.81
H -1.88 3.65 -0.10
H -0.19 3.86 -0.62
H 2.70 3.00 1.46
H 4.37 2.52 1.84
H 0.80 -1.40 2.52
H 0.11 1.28 4.82
H 1.02 -0.96 5.31
H 3.10 -1.76 4.17
H 4.27 -0.23 2.62
H -2.75 3.46 -2.19
H -4.92 2.86 -3.18
H -5.70 0.50 -3.06
H -4.31 -1.21 -1.94
O 0.92 2.77 2.84
Cl 0.56 -1.21 1.21
O 1.93 -1.29 0.71
O -0.10 0.10 1.29
O -0.30 -2.38 0.95
I -1.74 -6.34 -3.18
C -0.55 -4.74 -2.68
C 0.67 -4.41 -3.23
N 1.08 -3.29 -2.62
N 0.20 -2.89 -1.69
C -0.81 -3.76 -1.73
H 1.26 -4.89 -4.00
H 1.93 -2.76 -2.76
H -1.65 -3.63 -1.07
*
```

Computed properties:
HOMO-LUMO gap	0.1341	Eh
HOMO	-6.06	eV
relative energy (zero: lowest compared OMol25 entry of this formula, charge and spin)	107.9	kcal/mol

Here are the Mulliken charges for atoms 1 to 8, given in e: Au 0.73; C -1.11; C 0.90; N -0.05; N -0.31; C 0.38; S -0.41; S -0.11

***

Entry 3:
The following is a quantum chemistry calculation of a structure of composition C10H16O4S, from the Open Molecules 2025 dataset.

Structure (ORCA input):
```
! RIJCOSX wB97M-V def2-TZVPD def2/J DEFGRID3
* xyz 0 1
C -3.31 -0.31 -1.85
C -0.49 0.74 2.26
C -0.36 -1.28 -0.36
C -0.48 -2.18 -2.76
C 1.07 0.33 0.47
C -0.23 1.08 0.03
C 0.97 0.42 2.00
C -1.10 0.00 -0.57
C 0.71 -2.28 -3.32
C 3.15 0.70 2.67
O -1.95 2.16 -1.63
O -0.72 1.68 1.22
O 0.91 -1.09 0.14
O 1.90 1.22 2.70
S -1.87 0.36 -2.18
H -3.65 -0.24 -0.86
H -1.02 -0.17 2.08
H -0.61 1.39 3.27
H -0.82 -2.00 0.35
H -0.54 -1.79 -1.46
H -4.07 -0.39 -2.66
H 1.99 0.77 0.05
H -0.03 1.88 -0.70
H 1.23 -0.68 2.27
H -1.92 -0.01 0.18
H -2.03 2.78 -2.37
H 1.64 -2.13 -2.76
H 0.89 -2.67 -4.30
H 3.38 -0.13 3.45
H 3.84 1.41 3.02
H 3.53 0.43 1.63
*
```

Computed properties:
HOMO-LUMO gap	0.2894	Eh
HOMO	-8.22	eV
relative energy (zero: lowest compared OMol25 entry of this formula, charge and spin)	208.8	kcal/mol

Here are the Mulliken charges for atoms 1 to 8, given in e: C -0.69; C -0.47; C 0.50; C -1.00; C 0.34; C -0.82; C 0.00; C 0.02